A 2-piece molecular cluster, C3H8NO2 overall at a distorted geometry. Source: OMol25; level of theory: wB97M-V/def2-TZVPD.

Geometry as ORCA input:
```
! wB97M-V def2-TZVPD RIJCOSX def2/J DEFGRID3
* xyz -1 1
O -0.8597 1.1998 2.0302
C -1.4002 0.7202 1.0284
C -1.8514 1.4484 -0.1942
H -1.3906 -0.4158 0.9804
H -1.7832 2.5132 -0.0359
H -2.8053 1.0812 -0.5117
H -1.1249 1.1516 -0.9890
N 1.9633 -1.9297 -0.0476
C 1.5478 -0.6909 -0.7308
O 0.2776 -0.2459 -0.4206
H 2.5034 -1.6859 0.7964
H 1.0888 -2.3326 0.2883
H 2.1927 0.1269 -0.3758
H 1.6416 -0.9406 -1.8182
*
```

energy: -8824.9759 eV
Kohn-Sham gap: 0.265 hartree
E_LUMO: 4.4 eV
highest occupied orbital energy: -2.8 eV